# 1
{
  "formula": "C30H36IrN5S3Si",
  "method": "ωB97M-V/def2-TZVPD",
  "species": ["Ir", "S", "C", "N", "C", "C", "C", "C", "C", "C", "S", "H", "H", "H", "H", "C", "Si", "C", "C", "C", "C", "C", "C", "C", "H", "H", "H", "H", "H", "H", "H", "H", "H", "H", "H", "C", "C", "C", "N", "H", "H", "H", "H", "H", "C", "C", "C", "C", "C", "C", "N", "H", "H", "H", "H", "H", "H", "H", "H", "C", "C", "C", "C", "N", "C", "S", "N", "C", "H", "H", "H", "H", "H", "H", "H", "H"],
  "xyz": [[-0.182692, -0.286913, 0.170353], [0.538030, -0.104340, 2.973857], [2.020266, -0.145532, 2.173278], [2.126444, -0.408954, 0.897336], [3.438117, -0.433046, 0.464628], [3.885457, -0.728994, -0.820312], [5.241782, -0.692395, -1.081696], [6.161746, -0.374153, -0.084854], [5.737867, -0.108435, 1.206256], [4.377115, -0.139071, 1.467711], [3.559377, 0.133983, 2.985612], [3.167955, -0.989850, -1.584538], [5.591060, -0.918114, -2.080463], [7.217234, -0.339005, -0.318842], [6.443608, 0.107126, 1.997035], [-1.301362, 1.023436, -2.959978], [0.113561, -0.048860, -2.209447], [0.186561, -1.720932, -3.143875], [1.674144, 0.853085, -2.872107], [2.514526, 1.617836, -2.062456], [3.675552, 2.194132, -2.555831], [4.022877, 2.022587, -3.886427], [3.191875, 1.284542, -4.717842], [2.032000, 0.715119, -4.214330], [-1.360789, 0.886441, -4.041407], [-1.106395, 2.080136, -2.766303], [-2.275209, 0.788412, -2.530514], [0.158259, -1.573474, -4.223779], [-0.634337, -2.383033, -2.874033], [1.118076, -2.233356, -2.894867], [2.265821, 1.747875, -1.016274], [4.329787, 2.754822, -1.899132], [4.932575, 2.461596, -4.275277], [3.449680, 1.158135, -5.762115], [1.397011, 0.148058, -4.883866], [1.425404, 5.053531, -0.061243], [0.045620, 4.445170, 0.219171], [0.101231, 3.001657, 0.302521], [0.160682, 1.864368, 0.382116], [1.347146, 6.138455, -0.080950], [1.811074, 4.716464, -1.021931], [2.133797, 4.770690, 0.715388], [-0.659072, 4.713872, -0.569974], [-0.345157, 4.820578, 1.167571], [-2.954684, -1.761842, -1.598209], [-3.308312, -0.726322, -0.584382], [-4.586360, -0.250532, -0.312724], [-4.466598, 0.663539, 0.745992], [-3.117516, 0.709218, 1.083465], [-2.512691, 1.504864, 2.193160], [-2.415370, -0.123200, 0.261303], [-3.829123, -2.374055, -1.817209], [-2.161275, -2.400031, -1.220147], [-2.611444, -1.310352, -2.533292], [-5.480401, -0.545080, -0.840385], [-5.251681, 1.236263, 1.214377], [-3.302523, 1.939495, 2.804177], [-1.888458, 2.313402, 1.807692], [-1.873300, 0.883816, 2.822219], [-1.339099, -2.445660, 5.255583], [-1.894683, -2.687522, 3.894447], [-3.218045, -2.830789, 3.598687], [-3.586542, -3.026667, 2.253204], [-2.677851, -3.028231, 1.286574], [-1.406694, -2.834291, 1.574456], [-0.193868, -2.727001, 0.355268], [-1.002850, -2.760834, 2.878044], [-5.007454, -3.193344, 1.850754], [-2.131544, -2.412388, 5.997940], [-0.800207, -1.496181, 5.258591], [-0.631829, -3.231402, 5.523562], [-3.969802, -2.787906, 4.371723], [-0.035669, -2.496685, 3.052147], [-5.653230, -3.326931, 2.716625], [-5.100419, -4.045253, 1.177761], [-5.318810, -2.301734, 1.300421]],
  "atomic_forces_ev_per_a": [[0.8803, 0.6975, 1.4564], [-0.4979, 0.1526, 0.1026], [0.4300, -0.1464, 0.1964], [-1.4714, 0.2047, -0.6679], [0.4757, 0.0080, -0.1248], [-0.0811, -0.1925, 0.1773], [-0.0493, -0.0702, -0.0870], [0.0669, 0.0336, 0.0678], [0.0123, -0.0073, -0.0613], [-0.1570, -0.0201, 0.0665], [-0.2428, -0.0910, -0.4211], [0.0320, 0.0033, -0.0497], [0.0090, 0.0186, -0.0142], [0.0165, -0.0365, 0.0044], [0.0393, 0.0356, -0.0200], [0.2669, -0.3042, 0.4561], [-1.0010, -0.2249, -0.3575], [-0.0153, 0.2874, 0.4747], [-0.0985, -0.0780, 0.6675], [-0.1139, 0.1534, -0.0378], [0.0596, 0.1086, -0.0314], [-0.0168, 0.0012, -0.0012], [0.0171, 0.0949, -0.0468], [-0.0601, -0.0887, -0.0384], [0.0984, -0.0151, -0.0589], [0.0570, 0.0476, -0.0034], [0.0028, 0.0071, 0.0290], [0.0183, 0.0648, -0.0396], [0.0200, 0.0324, 0.0345], [0.0614, -0.0423, -0.0318], [0.0799, -0.0477, 0.0303], [-0.0230, 0.0210, 0.0420], [0.0201, -0.0018, -0.0018], [-0.0177, -0.0222, -0.0061], [0.0220, -0.0442, -0.0215], [0.0110, -0.0623, -0.0265], [0.1932, 0.4826, 0.0377], [0.0954, -0.2305, 0.0882], [-0.7871, -1.2942, -0.7854], [-0.0156, 0.0080, 0.0031], [0.0092, -0.0266, -0.0072], [0.0234, 0.0079, 0.0042], [-0.0512, -0.0728, 0.0597], [-0.0877, -0.0541, -0.0505], [0.1528, 0.2839, -0.0357], [-0.6578, 0.0134, -0.1463], [0.4912, -0.3872, -0.3167], [0.5356, 0.1259, 0.3589], [-0.6000, 0.4163, 0.2543], [0.1106, -0.0544, -0.2132], [2.1140, -0.4008, -0.7010], [-0.0059, -0.0146, -0.0081], [-0.0781, -0.1175, -0.1064], [-0.0594, -0.1029, -0.0220], [-0.0391, -0.0256, -0.0031], [0.0017, -0.0008, 0.0960], [-0.0106, 0.0043, 0.0048], [-0.0195, 0.0521, 0.1754], [-0.0575, 0.1070, 0.0711], [0.0139, 0.0210, 0.0128], [0.3905, -0.1333, 0.0856], [-0.3071, -0.0306, -0.3724], [0.2023, 0.2220, 0.4035], [-0.1384, -0.1508, -0.2161], [0.0142, -0.2405, 0.5282], [0.4083, 0.8948, -0.5531], [-0.8233, 0.2087, -0.2489], [-0.0805, -0.0700, 0.0511], [-0.0174, -0.0105, -0.0079], [0.0285, -0.0026, 0.0252], [0.0090, 0.0006, 0.0124], [0.0427, 0.0163, 0.0677], [0.0845, 0.0534, -0.1261], [-0.0218, -0.0209, -0.0225], [-0.0034, 0.0138, -0.0181], [0.0896, 0.0321, -0.0364]],
  "lowdin_charge": [0.774, 0.578, -1.153, -0.093, -0.312, -0.026, -0.079, -0.093, -0.098, -0.474, 1.017, 0.105, 0.107, 0.100, 0.105, -0.201, 0.498, -0.221, -0.291, -0.148, -0.098, -0.095, -0.087, -0.101, 0.028, 0.013, 0.002, 0.021, -0.002, 0.022, 0.068, 0.105, 0.099, 0.100, 0.093, -0.077, -0.186, -0.138, 0.091, 0.078, 0.074, 0.083, 0.129, 0.127, -0.084, -0.416, -0.109, -0.093, -0.388, -0.078, -0.050, 0.081, -0.011, 0.048, 0.092, 0.086, 0.075, 0.038, -0.004, -0.003, -0.258, 0.050, -0.260, 0.146, -0.731, 0.624, 0.091, -0.002, 0.088, 0.067, 0.099, 0.124, 0.075, 0.081, 0.095, 0.081],
  "gap_ev": 6.08,
  "relative_energy_kj_mol": 74.80,
  "homo_energy_ha": -0.2383,
  "total_energy_ev": -82369.610
}

# 2
{
  "formula": "C30H36MgN9O2",
  "method": "ωB97M-V/def2-TZVPD",
  "species": ["Mg", "C", "N", "C", "C", "N", "C", "C", "C", "C", "C", "C", "N", "C", "N", "C", "C", "C", "C", "C", "C", "N", "H", "H", "H", "H", "H", "H", "H", "H", "H", "H", "H", "H", "H", "H", "H", "O", "C", "C", "C", "C", "N", "C", "C", "C", "C", "C", "C", "O", "C", "C", "N", "H", "H", "H", "H", "H", "H", "H", "H", "H", "H", "H", "H", "N", "C", "C", "N", "H", "H", "H", "H", "H", "H", "H", "H", "H"],
  "xyz": [[-0.257730, -0.906951, 0.356599], [-2.127575, -2.712708, 2.127526], [-0.669213, -2.598825, 1.936598], [0.011984, -3.829632, 1.491625], [0.349122, -3.773591, 0.034823], [0.239952, -2.695725, -0.711761], [0.595812, -3.103810, -2.006307], [0.591009, -2.420081, -3.220344], [0.977452, -3.112614, -4.349222], [1.356827, -4.462125, -4.292024], [1.342600, -5.162013, -3.104078], [0.949945, -4.452873, -1.975835], [0.774973, -4.845337, -0.655164], [-2.890040, -1.869361, 1.148053], [-2.332472, -1.074591, 0.261321], [-3.382883, -0.503830, -0.458095], [-3.365311, 0.366127, -1.547051], [-4.584265, 0.745716, -2.075076], [-5.793599, 0.271093, -1.541962], [-5.822164, -0.606852, -0.477120], [-4.590834, -0.984125, 0.045938], [-4.234320, -1.854274, 1.069891], [-2.393112, -2.398551, 3.139841], [-2.454949, -3.751578, 2.034437], [-0.255079, -2.338803, 2.820993], [-0.599987, -4.714153, 1.687668], [0.930193, -3.952609, 2.069920], [0.270181, -1.392861, -3.293183], [0.977903, -2.610954, -5.307211], [1.649055, -4.967188, -5.201939], [1.612961, -6.208010, -3.059870], [0.933041, -5.767982, -0.281753], [-2.432737, 0.694317, -1.992139], [-4.615274, 1.398426, -2.937105], [-6.725330, 0.585084, -1.991544], [-6.755934, -0.988312, -0.087422], [-4.866119, -2.397821, 1.637365], [4.979720, 1.765529, 4.022755], [3.870389, 1.286304, 4.738592], [2.812566, 0.867808, 3.758953], [1.552260, 0.462965, 4.195090], [0.624840, 0.063532, 3.259441], [0.863200, 0.054474, 1.942084], [2.057017, 0.491776, 1.513030], [3.054063, 0.887970, 2.392871], [2.202231, 0.634449, 0.034568], [3.385346, 1.046779, -0.554927], [3.418209, 1.320006, -1.916617], [4.683779, 1.818959, -2.567229], [5.782952, 1.681287, -1.701905], [2.237705, 1.180156, -2.638667], [1.112212, 0.721641, -1.986935], [1.083069, 0.429286, -0.683479], [5.693272, 1.985741, 4.631097], [3.448942, 2.048474, 5.404520], [4.126177, 0.417131, 5.356853], [1.297799, 0.455489, 5.246912], [-0.364308, -0.254038, 3.572543], [4.014719, 1.231056, 2.042854], [4.296056, 1.161522, 0.012750], [4.540031, 2.881738, -2.794150], [4.829839, 1.309355, -3.522278], [6.461774, 1.131018, -2.103591], [2.195093, 1.400794, -3.697367], [0.187460, 0.577184, -2.531616], [-2.195531, 6.234139, -0.096549], [-2.606103, 4.788915, 0.102802], [-1.395801, 3.900549, 0.409071], [-1.756328, 2.531048, 0.737692], [-2.995251, 6.817453, -0.357551], [-1.494559, 6.329932, -0.835633], [-1.796150, 6.631309, 0.757765], [-3.117301, 4.485294, -0.809538], [-3.322408, 4.784434, 0.922893], [-0.843467, 4.322582, 1.252978], [-0.713906, 3.893308, -0.445763], [-2.357438, 2.126020, 0.026028], [-2.266251, 2.494007, 1.613262]],
  "atomic_forces_ev_per_a": [[0.1791, -0.1902, -0.0283], [-0.0007, -0.0178, 0.0304], [-0.0596, -0.0042, -0.0366], [0.0314, 0.0037, 0.0481], [-0.0768, -0.0440, -0.0311], [-0.0246, 0.0535, 0.1222], [0.0464, -0.0309, -0.0160], [0.0038, -0.0102, -0.0219], [-0.0032, 0.0078, 0.0015], [0.0001, -0.0104, 0.0019], [0.0007, 0.0061, -0.0024], [-0.0081, 0.0152, -0.0196], [-0.0016, 0.0163, 0.0256], [-0.0399, -0.0842, -0.0835], [0.1173, 0.2396, 0.1404], [-0.0224, -0.0287, -0.0264], [-0.0187, 0.0033, -0.0053], [0.0119, -0.0046, 0.0025], [-0.0110, 0.0085, 0.0005], [0.0016, -0.0058, -0.0060], [0.0131, 0.0320, -0.0246], [0.0227, -0.0104, 0.0190], [0.0068, -0.0102, -0.0017], [-0.0079, 0.0105, -0.0073], [-0.0291, 0.0276, 0.0032], [0.0268, -0.0102, 0.0144], [0.0042, 0.0147, -0.0105], [0.0051, 0.0025, 0.0068], [-0.0044, 0.0011, -0.0012], [0.0060, -0.0015, -0.0018], [0.0014, -0.0035, 0.0025], [-0.0149, -0.0051, -0.0101], [0.0044, 0.0127, 0.0147], [0.0027, 0.0022, -0.0030], [-0.0024, -0.0031, -0.0023], [0.0000, -0.0025, 0.0072], [-0.0053, -0.0064, -0.0143], [0.0144, 0.0110, 0.0034], [0.0076, -0.0146, 0.0178], [-0.0114, -0.0031, -0.0048], [0.0057, -0.0061, -0.0019], [0.0382, -0.0474, 0.0069], [-0.0114, -0.0833, -0.0756], [-0.0012, 0.0813, 0.0304], [-0.0243, -0.0220, -0.0194], [0.0335, 0.0772, -0.0143], [-0.0107, -0.0490, -0.0148], [-0.0162, 0.0338, 0.0147], [0.0168, 0.0162, -0.0102], [-0.0166, -0.0574, 0.0295], [-0.0172, 0.0131, 0.0202], [0.0417, -0.0263, -0.0357], [-0.1010, -0.0604, -0.0064], [-0.0144, -0.0099, -0.0098], [0.0044, -0.0012, -0.0051], [-0.0044, 0.0059, 0.0031], [-0.0011, 0.0081, 0.0036], [0.0020, -0.0014, 0.0080], [0.0000, 0.0175, 0.0056], [-0.0054, 0.0264, 0.0094], [-0.0026, -0.0137, -0.0386], [0.0060, -0.0337, 0.0184], [0.0087, 0.0591, -0.0140], [0.0045, 0.0052, -0.0040], [-0.0031, -0.0003, 0.0003], [0.0099, 0.0103, -0.0052], [-0.0162, 0.0219, 0.0181], [0.0007, 0.0173, 0.0675], [-0.1582, 0.1358, -0.0789], [0.0023, -0.0024, 0.0083], [-0.0091, 0.0000, -0.0013], [0.0061, -0.0046, -0.0066], [0.0088, -0.0215, 0.0058], [0.0065, 0.0005, 0.0001], [0.0244, -0.0159, -0.0092], [-0.0220, 0.0143, -0.0165], [0.0210, -0.0249, 0.0016], [0.0284, -0.0291, 0.0131]],
  "lowdin_charge": [0.725, -0.079, -0.073, -0.083, -0.292, 0.103, -0.194, -0.014, -0.057, -0.050, 0.012, -0.167, 0.194, -0.279, 0.097, -0.219, -0.039, -0.065, -0.051, 0.018, -0.162, 0.199, 0.145, 0.140, 0.100, 0.138, 0.148, 0.084, 0.115, 0.120, 0.126, 0.185, 0.105, 0.113, 0.120, 0.128, 0.186, -0.036, -0.195, -0.139, 0.020, -0.114, 0.037, -0.173, 0.081, -0.178, 0.077, -0.136, -0.191, -0.031, 0.020, -0.121, 0.042, 0.115, 0.143, 0.147, 0.135, 0.116, 0.122, 0.124, 0.143, 0.143, 0.112, 0.134, 0.104, 0.200, -0.129, -0.266, 0.031, 0.181, 0.177, 0.178, 0.136, 0.138, 0.126, 0.120, 0.044, 0.087],
  "gap_ev": 8.10,
  "relative_energy_kj_mol": 33.54,
  "total_charge": 3,
  "homo_energy_ha": -0.5637,
  "total_energy_ev": -54628.121
}